ORCA calculation (ωB97M-V with the def2-TZVPD basis set) on C5H8N2 in the gas phase.

Summary:
energy relative to the best compared isomer or geometry (same formula, charge and spin)	3.2082	eV
orbital gap	9.422	eV

The geometry in ORCA input format:
```
! RIJCOSX wB97M-V def2-TZVPD def2/J DEFGRID3
* xyz 0 1
C 1.355 -0.042 -2.771
C 0.077 0.453 -0.725
C -1.010 0.171 -0.056
N -1.037 -0.394 1.244
C -0.320 0.154 2.250
N -0.640 -0.384 3.435
C 1.054 0.767 -1.531
H 1.998 0.521 -3.451
H 1.835 -0.998 -2.544
H 0.418 -0.259 -3.291
H -1.976 0.473 -0.466
H -1.793 -1.060 1.413
H -0.204 -0.005 4.259
H -1.365 -1.085 3.589
H 1.609 1.688 -1.354
*
```


ORCA calculation (ωB97M-V with the def2-TZVPD basis set) on a molecular structure, C5H8N2 in a non-equilibrium geometry.

Summary:
energy relative to the best compared isomer or geometry (same formula, charge and spin)	4.0611	eV
orbital gap	7.852	eV

The geometry in ORCA input format:
```
! RIJCOSX wB97M-V def2-TZVPD def2/J DEFGRID3
* xyz 0 1
C 1.404 1.924 0.744
N 0.642 0.718 0.552
C -0.418 0.552 -0.282
C -0.752 -0.800 -0.212
C -1.716 -1.511 -1.047
C 0.236 -1.357 0.648
N 1.053 -0.419 1.101
H 2.190 2.016 -0.013
H 1.854 1.869 1.735
H 0.740 2.790 0.689
H -0.813 1.349 -0.903
H -0.416 -1.058 -1.457
H -2.507 -0.988 -1.580
H -1.804 -2.595 -1.005
H 0.374 -2.397 0.926
*
```


| no. | LUMO (eV) | energy (Ha) | highest occupied orbital energy (eV) |
| --- | --- | --- | --- |
| 1 | 1.1 | -304.7176 | -8.35 |
| 2 | 0.9 | -304.6863 | -6.97 |